The following is a DFT calculation (ωB97M-V with the def2-TZVPD basis set) of one molecule with the formula C23H30N4.

Structure (XYZ):
```
57
Properties=species:S:1:pos:R:3:forces:R:3
N -3.157743 -0.981517 -1.762465 -0.22 0.47 -0.67
N -0.189256 1.699015 -1.314420 0.33 -0.11 -0.30
N 0.820592 -1.549602 0.186428 0.07 -0.06 -0.12
N -3.625341 -1.545255 -0.652621 0.49 -0.19 0.17
C -3.089345 3.677675 0.794742 -0.17 0.08 0.15
C -0.107475 -2.532375 -0.361022 -0.05 0.00 -0.03
C 5.306402 0.376258 0.243380 0.07 0.16 -0.31
C -1.873754 -1.272661 -1.802521 -0.25 -0.22 0.22
C 4.336744 1.553247 0.196041 0.00 -0.14 0.32
C 0.101230 0.673353 -0.449106 -0.21 -0.17 0.39
C -0.600971 -0.189748 1.799220 0.04 -0.01 -0.17
C 0.565071 -1.169231 1.562443 0.00 0.08 0.25
C -2.658376 -2.202438 0.030512 0.29 -0.05 -0.21
C 2.902762 1.064900 0.385587 0.07 0.22 -0.32
C 2.545793 0.063541 -0.713472 -0.19 -0.25 0.27
C -1.486549 1.938122 0.508800 0.09 0.21 -0.40
C -1.485620 -2.041103 -0.691134 -0.27 -0.22 0.18
C 1.070445 -0.429252 -0.717606 0.29 0.09 -0.06
C -2.465303 2.553182 1.287090 0.05 -0.04 -0.03
C -0.657267 0.791217 0.678746 0.37 -0.24 -0.13
C -2.757985 4.203888 -0.456056 -0.01 0.08 -0.10
C -1.793402 3.616888 -1.247930 0.03 0.03 -0.09
C -1.162922 2.481660 -0.760270 -0.42 0.21 0.45
C -5.004730 -1.404859 -0.294023 -0.38 0.05 0.11
C 4.951593 -0.648594 -0.829466 -0.01 -0.13 0.24
C -2.963056 -2.957828 1.273819 -0.05 0.04 -0.08
C 3.509426 -1.121188 -0.669143 0.10 0.26 -0.31
H 4.427743 2.060520 -0.767706 0.01 0.08 -0.05
H -5.489856 -0.833875 -1.082455 0.03 -0.05 0.06
H -3.449529 -2.319501 2.012059 0.01 -0.01 0.11
H 5.077332 -0.194777 -1.815904 0.06 0.00 -0.08
H 2.824997 0.597461 1.366652 -0.05 0.00 0.09
H 1.482346 -0.713949 1.940229 -0.08 -0.06 0.11
H 3.259217 -1.827781 -1.462990 -0.06 -0.13 0.02
H -1.278722 -0.938611 -2.629095 0.13 0.11 -0.20
H 4.587257 2.274598 0.976911 0.01 0.07 -0.06
H -3.634992 -3.790151 1.057856 -0.01 -0.06 0.08
H 0.901843 -0.815064 -1.730833 -0.02 0.00 0.04
H 0.209405 1.821252 -2.228997 -0.05 0.00 0.06
H 3.390158 -1.640074 0.282256 -0.04 -0.07 0.02
H -1.539686 4.022961 -2.216547 0.00 0.06 -0.09
H -3.270356 5.087466 -0.807780 -0.03 0.06 -0.04
H 2.688761 0.583392 -1.670366 0.01 0.03 -0.03
H 5.629579 -1.502512 -0.767284 0.03 0.00 -0.08
H 6.329890 0.728958 0.098028 0.04 -0.03 0.08
H 2.212093 1.910359 0.361810 -0.05 -0.01 0.09
H -2.725294 2.151991 2.256202 -0.04 -0.02 0.10
H -1.550280 -0.726493 1.859211 -0.03 0.00 0.09
H -0.455005 0.322003 2.754573 -0.01 -0.05 0.04
H -5.484060 -2.382000 -0.202335 -0.01 0.05 -0.01
H -2.049301 -3.357098 1.705259 0.02 -0.02 0.07
H -0.172277 -3.349795 0.362541 0.05 -0.03 -0.08
H 5.251671 -0.096512 1.226669 0.04 -0.02 0.09
H 0.399480 -2.087605 2.132523 0.07 0.03 0.02
H -5.106174 -0.868383 0.652244 -0.02 -0.01 -0.04
H -3.852034 4.168282 1.382568 -0.05 0.03 0.05
H 0.354849 -2.932338 -1.270871 -0.05 -0.07 0.11
```
Positions in Å, forces in eV/Å.

**Net charge**: 0
**Structure (SMILES)**: Cc1c(CN2CCc3c([nH]c4ccccc34)[C@H]2C2CCCCC2)cnn1C
**Electronic energy**: -30299.0325 eV
**Kohn-Sham gap**: 0.304 Ha

Results of the natural (NBO) charge analysis, in e, for atoms 1 through 4:
1 N -0.270
2 N -0.573
3 N -0.449
4 N -0.165

The following is a DFT calculation (ωB97M-V with the def2-TZVPD basis set) of one molecule with the formula C23H30N4O.

Structure (XYZ):
```
58
Properties=species:S:1:pos:R:3:forces:R:3
O -0.504009 2.010714 1.857498 -0.36 0.26 0.16
N 0.134806 0.991839 -1.722561 0.12 0.03 0.02
N -2.127841 0.336300 -1.830886 -0.11 -0.40 -0.15
N 0.811244 3.019821 -0.894199 0.07 -0.07 -0.03
N 0.532382 0.051263 1.503387 0.04 -0.44 -0.06
C 1.668087 3.598398 1.334472 -0.13 -0.19 0.08
C 2.582551 1.635716 0.071959 0.06 0.06 -0.05
C -1.387030 -2.093155 -2.962647 0.05 0.13 0.04
C 0.919686 -1.425244 -2.849196 -0.12 0.09 0.05
C -0.832037 0.140521 -2.034920 -0.22 0.54 0.30
C -3.953876 1.726728 -1.093364 0.04 0.02 0.01
C -0.894968 -1.070533 3.164528 0.21 0.15 -0.06
C 0.169129 -2.016974 3.711303 -0.32 -0.16 0.01
C -0.426154 -1.141860 -2.627321 0.14 -0.47 -0.31
C 1.863386 2.078659 1.359596 -0.07 0.24 0.06
C -0.208529 2.163974 -1.176633 -0.50 -0.07 -0.44
C -2.489324 1.509258 -1.312265 0.24 0.35 0.10
C 0.733885 3.994151 0.172907 -0.13 0.47 0.17
C -1.562738 2.481159 -0.987279 -0.02 -0.21 -0.04
C -0.557092 -2.043886 0.863713 0.22 0.15 -0.04
C -0.658710 -0.757775 1.681583 -0.51 0.01 0.09
C 0.506654 1.393865 1.580785 0.72 -0.12 0.18
C 0.197531 -3.308876 2.899978 0.34 0.12 0.00
C 1.295818 -2.638410 -3.392776 0.08 -0.10 -0.03
C 0.482281 -3.008265 1.431512 -0.32 -0.14 0.04
C 2.160332 2.542558 -1.094837 0.26 -0.23 -0.16
C 0.334773 -3.580956 -3.722124 0.03 -0.07 -0.03
C -1.006143 -3.304557 -3.506677 -0.01 -0.10 -0.03
H 2.199554 1.997886 -2.037752 0.14 0.13 0.09
H 0.959067 -3.983751 3.296718 -0.06 -0.08 0.02
H -1.534993 -2.527965 0.870054 -0.07 -0.02 -0.03
H -0.287457 4.041460 0.542507 0.11 0.04 -0.05
H 1.656178 -0.680398 -2.589805 0.06 0.05 0.02
H 2.479787 1.810635 2.226405 -0.08 -0.01 -0.07
H -0.316401 -1.800038 -0.172184 -0.08 -0.03 0.02
H 0.468192 -3.931817 0.849405 0.11 0.03 -0.05
H -0.898028 -0.134151 3.724604 -0.10 0.02 -0.01
H 2.643168 4.077289 1.228763 0.02 0.00 0.03
H 3.663899 1.694804 0.209950 0.01 -0.03 0.00
H 1.224402 3.926441 2.273890 0.05 0.07 -0.02
H 2.808610 3.420079 -1.162006 -0.02 -0.03 -0.01
H 1.148507 -1.534533 3.667745 0.08 0.02 0.06
H -1.755450 -4.038699 -3.765674 -0.06 -0.05 -0.01
H -4.291927 2.603815 -1.642425 -0.08 0.06 0.00
H 1.397840 -0.433940 1.337960 0.04 0.19 -0.08
H 2.325953 0.606375 -0.177278 0.08 -0.02 -0.03
H -1.494221 -0.149647 1.314293 0.14 -0.12 0.02
H -4.148628 1.892717 -0.035167 -0.07 0.04 0.07
H 1.016354 4.978765 -0.219672 -0.06 -0.05 0.07
H -2.424829 -1.859716 -2.784976 -0.08 0.00 0.01
H -1.882728 3.428799 -0.589986 -0.02 0.09 0.07
H -1.879423 -1.530010 3.268493 -0.10 -0.02 0.04
H -4.506589 0.854524 -1.429776 -0.03 -0.01 -0.01
H 0.630953 -4.528911 -4.147756 0.02 -0.07 -0.03
H 2.341480 -2.852381 -3.562941 0.07 -0.01 -0.01
H -0.042888 -2.239753 4.758958 0.09 0.05 0.03
H 1.485549 -2.584000 1.337398 0.13 -0.03 -0.04
H -0.770028 -3.808310 2.984724 -0.06 -0.08 0.02
```
Positions in Å, forces in eV/Å.

**Net charge**: 0
**Structure (SMILES)**: Cc1cc(N2CCC(C(=O)NC3CCCCC3)CC2)nc(-c2ccccc2)n1
**Electronic energy**: -32348.1448 eV
**Energy relative to the best compared isomer or geometry (same formula, charge and spin)**: 0.00 kcal per mole
**Kohn-Sham gap**: 0.322 Ha

Results of the natural (NBO) charge analysis, in e, for atoms 1 through 4:
1 O -0.652
2 N -0.555
3 N -0.525
4 N -0.417

The following is a DFT calculation (ωB97M-V with the def2-TZVPD basis set) of one molecule with the formula C23H30N4O5.

Structure (XYZ):
```
62
Properties=species:S:1:pos:R:3:forces:R:3
O 2.805152 -1.037482 0.047432 0.18 -0.24 0.10
O 4.983878 4.038180 3.536080 -0.02 -0.36 -0.11
O 5.436054 1.495160 3.313096 -0.20 0.38 -0.10
O -3.148942 -1.330618 -3.555407 0.08 -0.10 -0.22
O -4.247041 -2.192480 1.104219 0.15 -0.11 -0.59
N 0.116820 0.423262 -1.768376 0.01 -0.07 -0.18
N -2.552080 1.492385 -2.076888 -0.12 -0.12 -0.02
N 2.136253 1.134467 -0.243505 -0.17 0.30 -0.17
N -3.794737 -1.467122 -1.374092 -0.25 0.02 0.50
C -0.494085 0.489527 -3.088850 -0.09 0.20 -0.16
C 4.792509 5.420589 3.688871 -0.04 0.18 0.01
C 2.603507 3.216326 0.836727 -0.03 -0.29 -0.11
C 2.848322 1.857979 0.716088 0.21 0.25 0.28
C 4.245797 3.384831 2.591971 0.11 -0.08 0.10
C 1.213881 -0.522066 -1.686280 -0.03 -0.07 0.02
C -3.768669 -4.542231 0.612066 -0.07 0.20 0.18
C -0.902366 0.138446 -0.769365 -0.18 0.15 0.13
C -1.533980 1.615969 -3.099634 0.19 -0.10 -0.19
C 3.797175 1.252618 1.539717 0.17 -0.16 0.13
C -3.893847 -3.212396 0.251587 0.02 0.03 -0.08
C 2.142653 -0.191432 -0.515058 -0.26 0.08 -0.24
C -1.947986 1.260290 -0.782281 0.14 -0.08 0.14
C -4.506048 -2.510066 2.450115 -0.06 -0.02 0.30
C -3.400762 -5.487781 -0.335021 0.04 -0.08 -0.13
C -3.281060 -3.782643 -2.015940 0.01 0.08 -0.10
C 5.734349 0.122352 3.230131 0.04 -0.25 -0.03
C -3.157346 -5.110654 -1.640221 -0.02 -0.12 0.16
C 4.494674 1.998528 2.471798 -0.01 0.30 0.07
C -3.727238 0.713035 -2.410102 0.06 0.09 -0.08
C 3.300085 3.970976 1.769610 0.20 0.02 0.22
C -3.527080 -0.804158 -2.529206 -0.26 0.39 0.10
C -3.648794 -2.828126 -1.081560 0.05 -0.14 0.09
H -1.446846 2.192965 -0.496796 0.01 -0.07 0.13
H 3.091103 5.026211 1.841163 0.02 0.10 0.05
H 3.968136 0.196547 1.428288 0.04 -0.06 0.03
H -3.623889 -2.935640 2.937828 -0.04 0.00 -0.03
H 1.470647 1.659583 -0.803982 0.06 -0.19 0.06
H 1.871147 3.694231 0.202875 -0.09 0.05 -0.08
H -4.096966 -0.928404 -0.573259 0.03 0.06 -0.22
H 5.480431 5.727062 4.475394 -0.06 0.03 -0.06
H -4.491130 0.929819 -1.656091 -0.02 -0.04 -0.05
H -4.085311 1.070661 -3.379267 -0.06 -0.14 0.09
H 3.767192 5.656593 3.994702 0.03 -0.01 -0.03
H -3.094729 -3.477149 -3.031710 0.00 0.03 -0.01
H 1.815131 -0.448252 -2.597933 -0.03 -0.03 0.03
H 4.858670 -0.494823 3.454243 0.03 0.02 -0.02
H -1.375639 -0.838985 -0.960055 0.09 0.05 0.05
H -0.427591 0.096762 0.214442 -0.05 -0.02 0.02
H -0.965793 -0.462550 -3.371125 0.08 0.06 0.01
H -3.952318 -4.856897 1.626967 -0.02 0.02 0.10
H 0.284824 0.718095 -3.820341 -0.02 -0.01 -0.01
H -3.306380 -6.521128 -0.038212 0.01 -0.09 0.03
H 0.882400 -1.567467 -1.589142 0.08 0.11 0.05
H 6.119662 -0.147024 2.241717 -0.03 0.01 0.03
H -4.763168 -1.567144 2.930716 0.01 -0.10 0.02
H -1.017349 2.565752 -2.917458 0.07 -0.04 -0.10
H -2.013715 1.661090 -4.077441 0.00 0.04 -0.02
H 6.504120 -0.055164 3.979570 -0.05 -0.03 -0.06
H -2.728200 1.055374 -0.046721 -0.01 0.03 0.04
H -2.870403 -5.846560 -2.374968 0.03 -0.06 -0.07
H -5.346688 -3.204402 2.542924 0.05 0.02 -0.01
H 5.030106 5.966447 2.769124 -0.02 -0.02 0.03
```
Positions in Å, forces in eV/Å.

**Net charge**: 0
**Structure (SMILES)**: COc1ccccc1NC(=O)CN1CCN(CC(=O)Nc2ccc(OC)c(OC)c2)CC1
**Electronic energy**: -40535.4471 eV
**Energy relative to the best compared isomer or geometry (same formula, charge and spin)**: 35.63 kcal per mole
**Kohn-Sham gap**: 0.296 Ha

Results of the natural (NBO) charge analysis, in e, for atoms 1 through 4:
1 O -0.619
2 O -0.484
3 O -0.495
4 O -0.620

Number 1: M 362.5 g/mol. Number 2: M 378.5 g/mol. Number 3: M 442.5 g/mol.